Below is a gas-phase ion, C5H10N3O (charge +1), with properties calculated with the ωB97M-V functional and the def2-TZVPD basis.

XYZ file:
```
19
Properties=species:S:1:pos:R:3
C -2.0721 0.6849 0.4214
C -0.9368 -0.0914 0.0779
C -0.8076 -1.4024 -0.0345
C 0.4845 -2.0740 -0.2547
N 1.5623 -1.2250 0.2119
C 1.4857 0.0705 0.2154
O 2.5554 0.8411 0.2673
N 0.3151 0.7220 -0.1358
N 0.3645 2.0410 -0.3726
H -1.8856 1.3808 1.2736
H -3.0179 0.0477 0.7473
H -2.3176 1.3828 -0.4327
H -1.5856 -2.1137 0.1659
H 0.3865 -3.1044 0.1907
H 0.6495 -2.1248 -1.3596
H 2.5198 -1.5541 0.1797
H 2.2216 1.8261 0.3499
H -0.5507 2.5631 -0.1678
H 0.6287 2.1300 -1.3434
```

As for the charge: +1. As for the calculated total energy: -435.73728 Ha. The calculation puts the LUMO energy at -3.075 eV. The calculation puts the relative energy (zero: lowest compared OMol25 entry of this formula, charge and spin) at 170.2 kJ/mol. The value obtained for the frontier orbital gap is 0.3669 Eh.

Computed natural (NBO) charges, given in elementary charges: C -0.683; C 0.166; C -0.215; C -0.257; N -0.533; C 0.798; O -0.616; N -0.272; N -0.657; H 0.243; H 0.281; H 0.236; H 0.247; H 0.258; H 0.220; H 0.443; H 0.542; H 0.414; H 0.385



Below is 11 unconnected molecules or ions with the total composition C34H81BF4N3O6P, with properties calculated with the ωB97M-V functional and the def2-TZVPD basis.

XYZ file:
```
130
Properties=species:S:1:pos:R:3
C 74.3400 45.3640 81.1670
C 73.8890 44.9610 82.5610
C 73.3370 43.5400 82.6500
C 72.1360 43.4290 81.6100
P 71.1850 41.7830 81.7590
C 72.3180 40.3450 81.7280
C 71.7560 38.9380 82.2660
C 72.6580 37.7010 82.1480
C 73.7690 37.7430 83.1370
C 70.3890 41.8590 83.3530
C 69.1440 42.7870 83.4850
C 68.4030 42.9050 84.7710
C 69.3950 43.5890 85.7570
C 70.0860 41.5020 80.4460
C 70.6270 41.7110 79.0530
C 69.4630 41.6320 78.0070
C 68.6100 42.9260 77.8030
H 74.8210 44.4190 80.8400
H 74.8940 46.2030 81.3290
H 73.5660 45.4050 80.4890
H 73.1760 45.6760 82.8020
H 74.6760 44.8610 83.2290
H 73.1070 43.5220 83.5880
H 74.1740 42.8510 82.6510
H 72.4480 43.5210 80.5640
H 71.4830 44.1050 81.8670
H 73.2470 40.4820 82.0580
H 72.4490 40.2180 80.6940
H 70.8670 38.8310 81.6780
H 71.4660 39.1760 83.4590
H 72.8320 37.6360 80.9730
H 71.9580 36.8100 82.5520
H 74.4390 36.8760 82.9960
H 73.1640 37.6060 84.1040
H 74.3600 38.7120 83.0870
H 71.0460 42.0270 84.2360
H 70.1640 40.7850 83.3280
H 68.4570 42.5530 82.5750
H 69.6800 43.6740 83.2170
H 68.0670 41.8230 85.2790
H 67.4790 43.3650 84.8650
H 69.8160 44.5030 85.5940
H 69.9860 43.0300 86.1980
H 68.7010 43.7980 86.5070
H 69.2910 42.1210 80.4440
H 69.6960 40.4590 80.4650
H 71.3960 40.9070 78.9060
H 71.1130 42.6800 78.8620
H 68.7640 40.8740 78.1930
H 69.8410 41.5740 77.1500
H 69.1970 43.8160 77.6110
H 67.8890 43.2540 78.5300
H 67.8830 42.8000 77.0260
B 73.0880 33.7630 85.5800
F 72.9830 35.0390 85.4750
F 73.5890 33.1680 84.3950
F 73.9990 33.3800 86.5700
F 71.8920 33.0780 85.7480
C 69.6940 36.5690 85.6410
C 68.4260 37.0740 85.1480
N 67.3790 37.5670 84.7860
H 70.5300 36.6120 84.9650
H 69.8950 37.1360 86.3930
H 69.4230 35.6260 85.9760
C 70.1040 30.8860 84.1110
C 68.7310 30.6610 83.1910
N 67.7590 30.5190 82.6400
H 69.7630 30.4700 85.1050
H 70.8140 30.3860 83.8250
H 70.2740 32.0160 84.0840
C 72.7740 37.1650 88.1860
C 71.3610 37.3180 88.9240
N 70.3930 37.5250 89.4620
H 73.0530 38.0430 87.6730
H 73.5870 36.9350 88.9250
H 72.6460 36.2940 87.5250
C 71.6640 34.0320 80.1120
C 72.4870 34.0110 81.3970
O 71.7470 34.2230 82.5860
H 72.4170 33.7060 79.1700
H 71.2890 35.0740 80.2640
H 70.7240 33.2690 80.0230
H 73.2770 34.6250 81.2070
H 72.9450 32.9020 81.2810
H 72.2990 34.0900 83.3040
C 69.2670 34.3920 89.6370
C 70.4170 33.8440 88.6800
O 69.9000 33.1930 87.4940
H 68.7640 33.5800 89.8260
H 68.8030 35.1680 89.2550
H 69.6270 34.5800 90.7060
H 70.9800 33.0610 89.2930
H 70.9370 34.5850 88.5960
H 70.4770 33.3430 86.9250
C 73.7770 29.8480 83.0740
C 73.2030 28.4730 83.2910
O 72.3960 28.3590 84.4510
H 74.3450 29.6870 82.2500
H 74.2080 30.4120 83.8830
H 72.8480 30.4570 82.7500
H 73.9810 27.8570 83.3860
H 72.6870 27.9610 82.4240
H 72.6590 29.1450 84.9780
C 72.0310 29.0800 87.9030
C 72.3920 30.5230 87.5950
O 72.7600 30.7130 86.2150
H 71.6480 29.0260 88.9500
H 72.8290 28.4010 88.1290
H 71.5520 28.7230 87.2300
H 73.3280 30.8780 88.2680
H 71.4860 31.1070 87.8740
H 72.5620 31.6940 85.9560
C 76.6790 33.7150 82.0630
C 77.0550 34.6170 83.2370
O 76.4990 34.0060 84.3950
H 75.5730 33.5470 82.0070
H 77.1610 32.7440 82.3020
H 77.0710 34.0890 81.2470
H 76.6000 35.5970 83.1460
H 78.2610 34.7450 83.2630
H 75.5320 34.0100 84.3960
C 76.4530 32.9330 90.6450
C 75.9590 33.2480 89.2280
O 74.7380 33.8210 89.3340
H 76.5220 33.9160 91.2220
H 77.3010 32.3900 90.7400
H 75.7740 32.4890 91.2550
H 75.7660 32.4650 88.6960
H 76.7850 33.7350 88.6330
H 74.3610 33.7140 88.4340
```

As for the calculated total energy: -2724.96762 Ha. The calculation puts the LUMO energy at -0.692 eV. The calculation puts the relative energy (zero: lowest compared OMol25 entry of this formula, charge and spin) at 145.8 kJ/mol. The value obtained for the frontier orbital gap is 0.2923 Eh.

Mulliken population analysis, charges in e, atoms 1 to 99: C -1.310; C -0.839; C -0.909; C -1.325; P 1.357; C -1.814; C -0.637; C 0.169; C -0.500; C -0.922; C -0.529; C -0.614; C -1.858; C -1.180; C -0.345; C -0.931; C -1.365; H 0.321; H 0.421; H 0.359; H 0.424; H 0.481; H 0.593; H 0.398; H 0.594; H 0.879; H 1.146; H 0.415; H 0.367; H 0.102; H 0.324; H -0.056; H -0.034; H 0.063; H 0.313; H 0.426; H 0.621; H 0.105; H 0.322; H 0.224; H 0.513; H 0.455; H 0.679; H 0.502; H 0.650; H 0.376; H 0.327; H 0.163; H 0.407; H 0.567; H 0.334; H 0.376; H 0.410; B -0.150; F -0.063; F -0.062; F -0.152; F 0.018; C -0.075; C -0.025; N -0.560; H 0.152; H 0.325; H 0.177; C 0.396; C 0.093; N -0.453; H 0.255; H -0.353; H 0.034; C -0.094; C 0.190; N -0.431; H 0.382; H 0.327; H -0.377; C -1.155; C 0.020; O -0.604; H 0.285; H 0.271; H 0.251; H 0.321; H 0.142; H 0.155; C -1.906; C 0.810; O -0.587; H 0.678; H 0.445; H 0.311; H 0.234; H -0.315; H 0.328; C -0.736; C -0.657; O -0.531; H 0.533; H 0.260



Below is a molecular structure, C4H10N2O2, with properties calculated with the ωB97M-V functional and the def2-TZVPD basis.

XYZ file:
```
18
Properties=species:S:1:pos:R:3
C -2.0780 1.3518 0.0681
C -1.2439 -0.9152 0.4306
C 0.1148 -1.3947 -0.1416
C 2.8047 0.8775 0.0375
H -1.8015 2.2896 -0.9092
H -3.2596 1.1282 -0.1318
H -2.3632 1.9256 1.1307
H -0.2805 0.7814 -0.7270
H -1.2809 -1.2244 1.5994
H -2.2456 -1.4360 0.1441
H 0.4023 -2.6174 -0.0172
H 0.3346 -0.9773 -1.1235
H 2.9842 -1.3845 -0.5749
H 3.8233 0.9539 -0.3602
N -1.2691 0.2669 -0.3073
N 2.3037 -0.5304 -0.1610
O 1.1540 -0.7976 0.6087
O 1.9006 1.7026 0.4346
```

As for the calculated total energy: -418.11877 Ha. The calculation puts the LUMO energy at 0.734 eV. The calculation puts the relative energy (zero: lowest compared OMol25 entry of this formula, charge and spin) at 898.4 kJ/mol. The value obtained for the frontier orbital gap is 0.3351 Eh.

Computed natural (NBO) charges, given in elementary charges: C -0.403; C -0.253; C -0.058; C 0.493; H 0.182; H 0.164; H 0.200; H 0.404; H 0.195; H 0.194; H 0.159; H 0.195; H 0.392; H 0.155; N -0.667; N -0.404; O -0.380; O -0.568